Molecular formula: C21H25N4OPt
Method: DFT, the ωB97M-V functional and the def2-TZVPD basis

XYZ file:
```
52
C21H25N4OPt (the ωB97M-V functional and the def2-TZVPD basis)
Pt 0.11 -14.29 -5.56
C 2.79 -14.10 -6.80
N 2.11 -15.22 -6.11
C 2.87 -15.65 -4.93
C 2.79 -14.55 -3.80
C 3.80 -14.32 -2.90
C 3.55 -13.40 -1.89
C 2.32 -12.79 -1.79
C 1.32 -13.17 -2.68
N 1.57 -14.00 -3.66
C 1.83 -16.37 -6.95
C 0.79 -16.06 -7.99
C 1.02 -16.35 -9.30
C 0.00 -16.07 -10.19
C -1.22 -15.46 -9.75
C -1.30 -15.18 -8.37
N -0.32 -15.50 -7.52
C 2.63 -12.75 -6.20
C 3.67 -11.93 -5.86
C 3.39 -10.72 -5.27
C 2.07 -10.35 -5.00
C 1.10 -11.23 -5.45
N 1.36 -12.41 -6.07
H 2.23 -14.15 -7.72
H 3.83 -14.32 -6.98
H 3.88 -15.91 -5.30
H 2.39 -16.58 -4.61
H 4.83 -14.81 -3.03
H 4.30 -13.16 -1.10
H 2.05 -12.17 -0.96
H 0.35 -12.80 -2.62
H 1.49 -17.13 -6.29
H 2.71 -16.72 -7.50
H 1.94 -16.77 -9.65
H 0.06 -16.37 -11.20
H -1.98 -15.22 -10.45
H -2.20 -14.81 -7.92
H 4.74 -12.16 -6.01
H 4.20 -10.07 -4.97
H 1.76 -9.42 -4.62
H 0.03 -10.96 -5.35
C -3.72 -12.83 -4.57
C -2.92 -13.99 -5.11
C -3.39 -15.35 -4.61
O -1.61 -13.70 -4.72
H -4.79 -12.96 -4.77
H -3.47 -11.90 -5.11
H -3.57 -12.83 -3.44
H -3.08 -13.98 -6.20
H -3.27 -15.32 -3.54
H -2.84 -16.14 -5.11
H -4.43 -15.38 -4.90
```

As for the charge: +1. The LUMO energy (alpha / beta) is -0.1055 / -0.1282 Ha. As for the expectation value of S²: 2.007. The calculation puts the gap between HOMO and LUMO (alpha / beta) at 7.3 / 7.4 eV. Its HOMO energy (alpha / beta) is -10.12 / -10.89 eV. For the total energy, the calculation gives -1228.50865 Ha. Its multiplicity is 3.

Molecular formula: C15H38N9O7Zr
Method: DFT, the ωB97M-V functional and the def2-TZVPD basis

XYZ file:
```
70
C15H38N9O7Zr (the ωB97M-V functional and the def2-TZVPD basis)
Zr -3.90 -0.17 -0.59
C -0.39 -2.28 0.09
C -1.67 -1.59 -0.09
O -2.06 -0.62 0.63
O -2.57 -1.93 -0.94
H 0.40 -1.85 -0.53
H -0.48 -3.34 -0.18
H -0.10 -2.20 1.14
C 1.91 -6.57 1.30
O 2.22 -6.95 0.18
N 2.19 -5.28 1.71
N 1.04 -7.28 2.09
H 1.81 -4.90 2.57
H 2.22 -4.57 0.99
H 0.78 -8.19 1.75
H 0.71 -6.93 2.96
C -4.98 -1.86 -3.47
O -4.53 -1.24 -2.43
N -5.68 -1.23 -4.41
N -4.68 -3.15 -3.63
H -6.02 -0.29 -4.30
H -6.07 -1.80 -5.15
H -4.09 -3.62 -2.97
H -5.11 -3.62 -4.41
C 0.79 -2.40 3.84
O -0.40 -2.12 3.71
N 1.75 -1.47 3.49
N 1.30 -3.64 4.16
H 2.70 -1.79 3.48
H 1.31 -0.71 3.01
H 2.23 -3.57 4.55
H 0.69 -4.38 4.45
C -1.29 -2.70 -5.11
O -1.74 -2.63 -6.23
N -0.82 -1.56 -4.47
N -1.49 -3.77 -4.28
H -0.79 -1.70 -3.48
H -0.83 -0.65 -4.88
H -1.30 -3.77 -3.30
H -1.90 -4.62 -4.64
C 0.57 5.48 -1.41
C 1.25 5.09 -0.10
C 0.45 5.71 1.05
C 0.64 5.12 2.45
C 0.44 3.61 2.36
C 1.30 2.91 1.30
N 1.13 3.59 0.02
O 1.75 2.83 -0.94
C 2.75 2.97 1.83
C 0.85 1.44 1.19
C 2.74 5.50 -0.06
H 0.98 4.96 -2.29
H 0.69 6.53 -1.66
H -0.47 5.16 -1.43
H 0.75 6.76 1.03
H -0.63 5.69 0.87
H -0.08 5.63 3.09
H 1.65 5.37 2.79
H -0.62 3.44 2.13
H 0.65 3.22 3.35
H 2.89 2.21 2.61
H 3.44 2.59 1.06
H 3.01 3.90 2.31
H 0.07 1.27 0.45
H 1.71 0.83 0.90
H 0.43 1.07 2.13
H 2.92 6.11 0.84
H 2.94 6.21 -0.86
H 3.51 4.74 0.07
H 1.14 2.99 -1.69
```

As for the charge: +3. The LUMO energy is -0.5090 Ha. The calculation puts the gap between HOMO and LUMO at 1.5 eV. Its HOMO energy is -15.32 eV. For the total energy, the calculation gives -1659.80994 Ha. Its multiplicity is 1.

Molecular formula: C24H36F22IN3O6PS3
Method: DFT, the ωB97M-V functional and the def2-TZVPD basis

XYZ file:
```
96
C24H36F22IN3O6PS3 (the ωB97M-V functional and the def2-TZVPD basis)
C -5.92 1.33 -1.85
C -5.16 2.52 -1.26
O -5.34 3.59 -1.68
O -4.28 2.40 -0.20
C -3.50 1.22 -0.23
C -2.40 1.25 -1.35
C -1.18 0.42 -0.81
C -1.60 -1.09 -0.84
N -0.62 -2.00 -1.43
P -1.03 -2.70 -2.89
O -0.44 -4.21 -2.94
O -2.64 -2.91 -2.94
S -0.48 -1.78 -4.50
C 0.80 -1.71 -1.14
O 1.71 -2.60 -1.69
C 0.93 -2.01 0.40
C 0.47 -3.44 0.77
C 1.60 -4.44 1.04
F 2.74 -4.13 0.38
F 1.96 -4.44 2.34
C 1.26 -5.90 0.57
F 0.86 -5.92 -0.71
F 2.43 -6.55 0.59
C 0.30 -6.67 1.55
F 1.12 -7.29 2.42
F -0.41 -5.85 2.33
C -0.54 -7.81 0.91
F -0.75 -8.71 1.87
F 0.12 -8.46 -0.01
S -2.24 -7.34 0.24
F -1.82 -5.81 0.01
F -2.82 -7.07 1.68
F -2.70 -8.87 0.37
F -1.76 -7.69 -1.25
F -3.66 -6.99 -0.36
C 1.19 -0.19 -1.43
C 2.14 -0.01 -2.65
C 3.64 -0.36 -2.39
C 4.17 -1.26 -3.55
I 4.59 -0.08 -5.32
C 1.82 0.54 -0.22
C 2.36 1.98 -0.53
C 2.54 2.82 0.76
F 3.59 3.62 0.68
F 2.89 1.90 1.72
C 1.27 3.51 1.31
F 1.64 4.19 2.39
F 0.38 2.63 1.77
S 0.36 4.70 0.18
F 1.60 4.87 -0.81
F -0.29 3.49 -0.68
F -0.91 4.63 1.14
F 0.88 5.94 1.03
F -0.44 5.72 -0.73
N -0.07 0.57 -1.80
H -5.21 0.71 -2.42
H -6.34 0.70 -1.05
H -6.69 1.73 -2.52
H -4.08 0.29 -0.32
H -2.99 1.16 0.74
H -2.11 2.27 -1.64
H -2.77 0.71 -2.24
H -0.97 0.82 0.19
H -1.75 -1.40 0.22
H -2.60 -1.15 -1.28
H 0.27 -4.21 -3.60
H -2.79 -3.77 -2.49
H 1.71 -2.54 -2.66
H 0.36 -1.31 1.02
H 1.98 -1.93 0.74
H -0.10 -3.37 1.71
H -0.22 -3.91 0.05
H 1.83 -0.59 -3.53
H 2.11 1.04 -2.99
H 3.84 -0.92 -1.47
H 4.22 0.57 -2.43
H 5.05 -1.84 -3.27
H 3.41 -1.98 -3.88
H 2.69 -0.04 0.09
H 1.16 0.63 0.65
H 1.83 2.52 -1.32
H 3.38 1.85 -0.90
H -0.45 0.23 -2.70
H 0.10 1.57 -1.92
C 0.46 6.87 6.01
O 0.24 7.14 7.18
N 0.56 7.77 5.01
C 0.82 7.38 3.65
C 0.39 9.18 5.32
H 0.61 5.83 5.67
H 1.74 7.85 3.30
H -0.01 7.71 3.01
H 0.92 6.30 3.57
H 1.14 9.49 6.05
H -0.60 9.34 5.76
H 0.49 9.78 4.42
```

As for the charge: +1. The LUMO energy is -0.1014 Ha. The calculation puts the gap between HOMO and LUMO at 7.9 eV. Its HOMO energy is -10.68 eV. For the total energy, the calculation gives -5582.20225 Ha. Its multiplicity is 1.

Molecular formula: C32H70F6KNO19S2
Method: DFT, the ωB97M-V functional and the def2-TZVPD basis

XYZ file:
```
131
C32H70F6KNO19S2 (the ωB97M-V functional and the def2-TZVPD basis)
K -0.16 3.04 -2.17
C 3.12 -2.09 0.20
F 4.47 -2.17 0.17
F 2.56 -1.82 -1.01
F 2.67 -3.23 0.55
S 2.55 -0.79 1.44
O 1.07 -0.76 1.29
O 3.07 -1.14 2.76
N 3.23 0.56 0.69
S 4.33 1.04 1.70
O 3.82 1.55 2.97
O 5.45 0.11 1.75
C 5.07 2.55 0.75
F 4.02 3.16 0.18
F 5.79 3.39 1.53
F 5.85 2.15 -0.23
C 1.40 12.09 -7.35
O 2.18 10.99 -7.74
C 3.23 10.57 -6.88
C 4.00 9.28 -7.30
O 4.73 9.42 -8.50
C 6.00 8.63 -8.77
C 5.55 7.23 -9.16
O 4.87 6.60 -8.05
C 5.52 5.78 -7.14
H 0.51 11.98 -7.97
H 1.83 13.09 -7.35
H 1.07 11.96 -6.32
H 2.74 10.40 -5.92
H 4.02 11.33 -6.84
H 3.20 8.61 -7.64
H 4.56 8.89 -6.45
H 6.67 8.69 -7.92
H 6.54 9.02 -9.63
H 6.45 6.68 -9.46
H 4.95 7.32 -10.06
H 6.54 6.17 -7.11
H 5.42 4.76 -7.52
H 5.06 5.78 -6.15
C -4.64 -7.86 -1.86
O -4.94 -9.24 -2.04
C -6.33 -9.66 -2.26
C -6.33 -11.17 -2.10
O -5.38 -11.81 -2.93
C -5.58 -13.25 -3.17
C -4.40 -13.92 -3.85
O -3.30 -13.81 -3.03
C -2.19 -14.59 -3.39
H -3.56 -7.91 -1.94
H -4.66 -7.58 -0.81
H -5.16 -7.18 -2.54
H -6.27 -9.41 -3.32
H -7.12 -9.02 -1.86
H -7.26 -11.49 -2.56
H -6.13 -11.52 -1.09
H -6.36 -13.57 -3.86
H -5.76 -13.70 -2.19
H -4.06 -13.26 -4.65
H -4.56 -14.96 -4.13
H -1.51 -14.72 -2.54
H -1.65 -14.09 -4.19
H -2.30 -15.62 -3.73
C -10.12 -1.53 4.69
O -11.02 -2.42 5.35
C -12.26 -1.83 5.63
C -13.22 -2.95 6.16
O -14.40 -2.26 6.33
C -15.38 -2.84 7.25
C -16.84 -2.18 7.25
O -17.68 -2.74 6.26
C -18.48 -3.88 6.64
H -10.15 -0.48 5.00
H -10.31 -1.39 3.62
H -9.13 -1.96 4.73
H -12.78 -1.24 4.88
H -12.08 -1.23 6.51
H -12.88 -3.34 7.12
H -13.30 -3.68 5.35
H -14.86 -2.57 8.17
H -15.62 -3.86 6.93
H -16.93 -1.13 6.98
H -17.33 -2.27 8.22
H -18.98 -4.36 5.79
H -19.20 -3.61 7.40
H -17.89 -4.71 7.03
C -1.34 13.38 6.30
O -2.16 14.06 5.35
C -3.18 13.24 4.85
C -3.04 12.71 3.49
O -1.91 11.80 3.44
C -1.68 11.04 2.30
C -0.61 9.90 2.64
O -1.11 8.57 2.89
C -1.74 8.48 4.16
H -1.91 13.27 7.22
H -0.38 13.87 6.44
H -1.06 12.39 5.93
H -4.17 13.71 4.84
H -3.44 12.49 5.60
H -2.93 13.53 2.78
H -3.93 12.21 3.14
H -1.23 11.63 1.50
H -2.57 10.69 1.79
H -0.06 10.09 3.56
H 0.15 9.83 1.86
H -1.16 8.82 5.02
H -2.11 7.49 4.43
H -2.60 9.14 4.13
C 11.23 -5.37 1.79
O 11.97 -6.14 0.85
C 11.96 -5.90 -0.61
C 12.83 -6.84 -1.43
O 14.18 -6.68 -1.00
C 15.24 -7.33 -1.72
C 16.61 -6.70 -1.35
O 16.88 -6.67 0.11
C 18.19 -6.21 0.44
H 11.46 -4.31 1.65
H 11.63 -5.60 2.78
H 10.15 -5.50 1.89
H 12.09 -4.86 -0.91
H 10.88 -6.00 -0.76
H 12.70 -6.78 -2.51
H 12.49 -7.84 -1.15
H 15.05 -7.12 -2.77
H 15.28 -8.38 -1.44
H 16.82 -5.71 -1.74
H 17.33 -7.32 -1.89
H 18.42 -5.35 -0.19
H 18.95 -6.97 0.27
H 18.14 -5.83 1.46
```

The LUMO energy is -0.0889 Ha. The calculation puts the gap between HOMO and LUMO at 6.0 eV. Its HOMO energy is -8.42 eV. For the total energy, the calculation gives -4740.46854 Ha. Its multiplicity is 1.